[1]
Molecular formula: C2H7N2PS2
Method: DFT, wB97M-V/def2-TZVPD

```
! RIJCOSX wB97M-V def2-TZVPD def2/J DEFGRID3
* xyz 0 1
C 0.700 -0.907 0.208
C -0.563 -0.653 -0.534
N 1.368 0.404 0.433
N -1.436 0.202 0.244
P 0.410 1.519 1.259
S 2.037 1.118 -1.055
S -2.505 1.075 -0.688
H 0.528 -1.290 1.228
H 1.293 -1.553 -0.347
H -0.389 -0.497 -1.578
H -1.033 -1.647 -0.666
H 0.070 0.668 2.459
H 2.737 -0.082 -1.309
H -3.217 1.644 0.344
*
```

Results
E_LUMO (spin up / spin down): -0.418 / -0.386 eV
F_max: 2.97 eV/A
relative energy (zero: lowest compared OMol25 entry of this formula, charge and spin): 21.3 kcal/mol
orbital gap (spin up / spin down): 6.65 / 6.82 eV
molar mass: 154.2 Da

Charge distribution, Mulliken scheme, values in e: C -0.913; C -0.341; N -0.061; N -0.421; P 0.116; S -0.135; S -0.181; H 0.327; H 0.401; H 0.484; H 0.358; H 0.078; H 0.161; H 0.128


[2]
Molecular formula: C42H38Cl2NO6RuSSb2
Method: DFT, wB97M-V/def2-TZVPD

```
! RIJCOSX wB97M-V def2-TZVPD def2/J DEFGRID3
* xyz -1 5
Ru -1.673 -2.192 -0.017
C -0.146 1.705 -2.522
C 0.398 0.590 -3.414
C 1.518 -0.231 -2.766
Sb 0.902 -1.949 -1.553
C 2.701 -2.054 -0.419
C 2.652 -2.490 0.903
C 3.804 -2.492 1.678
C 5.012 -2.071 1.139
C 5.071 -1.652 -0.183
C 3.918 -1.642 -0.957
C 1.383 -3.324 -3.115
C 0.911 -3.079 -4.401
C 1.209 -3.945 -5.446
C 1.991 -5.066 -5.210
C 2.463 -5.318 -3.929
C 2.157 -4.457 -2.885
Sb -1.258 0.973 -0.815
C -1.805 2.887 -0.013
C -1.439 4.101 -0.587
C -1.803 5.304 0.007
C -2.538 5.304 1.184
C -2.903 4.099 1.769
C -2.533 2.900 1.176
C -3.028 0.622 -1.941
C -3.239 -0.805 -2.374
C -4.453 -0.970 -3.239
C -5.345 0.027 -3.454
C -5.136 1.318 -2.917
C -3.961 1.584 -2.177
H -0.831 2.346 -3.081
H 0.678 2.321 -2.151
H 0.781 1.045 -4.335
H -0.428 -0.057 -3.735
H 2.167 -0.654 -3.535
H 2.140 0.416 -2.143
H 1.714 -2.826 1.324
H 3.753 -2.821 2.709
H 5.908 -2.071 1.748
H 6.013 -1.330 -0.611
H 3.976 -1.312 -1.989
H 0.299 -2.205 -4.603
H 0.827 -3.745 -6.440
H 2.224 -5.746 -6.020
H 3.064 -6.199 -3.737
H 2.499 -4.678 -1.882
H -0.864 4.119 -1.506
H -1.509 6.242 -0.449
H -2.819 6.240 1.649
H -3.467 4.091 2.693
H -2.810 1.961 1.646
H -2.361 -1.155 -2.944
H -4.622 -1.958 -3.654
H -6.231 -0.164 -4.048
H -5.860 2.104 -3.085
H -3.807 2.587 -1.793
C -3.347 -1.742 -1.151
H -3.654 -2.734 -1.493
H -4.112 -1.351 -0.470
O 0.641 -4.562 -0.283
S -0.796 -4.739 -0.081
O -1.251 -6.098 -0.108
O -1.525 -3.885 -1.163
O -1.233 -3.980 1.155
Cl 2.724 1.609 0.734
C 1.917 2.957 1.473
C 2.297 4.242 1.127
C 1.709 5.322 1.763
C 0.741 5.107 2.732
C 0.361 3.818 3.053
Cl -0.911 3.590 4.209
C 0.935 2.698 2.434
N 0.501 1.407 2.715
C 0.771 0.813 3.978
C 1.883 1.182 4.724
C 2.151 0.564 5.937
C 1.316 -0.441 6.397
C 0.206 -0.803 5.647
C -0.094 -0.179 4.443
C -1.376 -0.492 3.725
C -1.257 -0.987 2.299
O -0.165 -1.296 1.790
O -2.349 -1.059 1.634
H 3.061 4.382 0.375
H 1.997 6.330 1.499
H 0.256 5.936 3.228
H 0.645 0.737 1.964
H 2.547 1.948 4.343
H 3.022 0.859 6.509
H 1.523 -0.939 7.335
H -0.458 -1.579 6.011
H -2.015 0.395 3.696
H -1.927 -1.258 4.273
*
```

Results
E_LUMO (spin up / spin down): 2.226 / 1.825 eV
F_max: 0.50 eV/A
⟨S²⟩: 6.06
relative energy (zero: lowest compared OMol25 entry of this formula, charge and spin): 19.5 kcal/mol
orbital gap (spin up / spin down): 6.72 / 7.44 eV
molar mass: 1100.3 Da

Charge distribution, Mulliken scheme, values in e: Ru 0.321; C -1.270; C -0.562; C -1.202; Sb 0.712; C 0.661; C -0.345; C -0.603; C -0.522; C -0.716; C -0.356; C 0.857; C -0.346; C -0.667; C -0.441; C -0.661; C -0.613; Sb 0.355; C 0.205; C -0.372; C -0.682; C -0.547; C -0.616; C -0.290; C 0.396; C 1.418; C -0.883; C -0.574; C -0.817; C -0.215; H 0.665; H 0.522; H 0.462; H 0.005; H 0.658; H 0.502; H 0.245; H 0.418; H 0.363; H 0.398; H 0.294; H 0.222; H 0.402; H 0.354; H 0.370; H 0.431; H 0.336; H 0.385; H 0.384; H 0.420; H 0.239; H -0.639; H 0.404; H 0.368; H 0.410; H 0.403; C -1.561; H 0.786; H 0.310; O -0.439; S 1.290; O -0.666; O -0.608; O -0.733; Cl -0.030; C 0.657; C -0.536; C -0.626; C -0.613; C 1.191; Cl -0.192; C -1.617; N 1.248; C 0.401; C -0.243; C -0.751; C -0.712; C -1.007; C 0.562; C -0.969; C 1.120; O -0.111; O -0.824; H 0.474; H 0.387; H 0.436; H -0.549; H 0.469; H 0.411; H 0.395; H 0.399; H 0.177; H 0.430


[3]
Molecular formula: C6H12N2O
Method: DFT, wB97M-V/def2-TZVPD

```
! RIJCOSX wB97M-V def2-TZVPD def2/J DEFGRID3
* xyz 0 1
C -2.887 -0.870 -0.529
C -0.290 1.128 -0.983
O -1.753 -0.881 -1.370
N -0.757 1.860 -1.890
H -0.607 1.521 -2.838
H -0.500 1.409 0.046
H -3.723 -1.390 -1.005
H -2.700 -1.322 0.451
H -3.136 0.185 -0.400
C 2.376 0.502 2.146
C 1.295 -0.115 1.310
C 1.608 -0.293 -0.123
C 0.810 0.063 -1.138
N 0.209 -0.454 1.864
H -0.478 -0.833 1.213
H 2.559 -0.775 -0.327
H 2.054 0.559 3.181
H 3.287 -0.093 2.087
H 2.605 1.504 1.782
H -1.173 -1.711 -1.329
H 1.202 0.006 -2.149
*
```

Results
E_LUMO: 0.522 eV
F_max: 2.41 eV/A
structure (SMILES): [H]\N=C/C=C\C(C)=N/[H].CO
relative energy (zero: lowest compared OMol25 entry of this formula, charge and spin): 62.7 kcal/mol
orbital gap: 10.05 eV
molar mass: 128.2 Da

Charge distribution, Mulliken scheme, values in e: C -0.609; C 0.040; O -0.460; N -0.696; H 0.239; H 0.541; H 0.255; H 0.277; H 0.255; C -1.208; C 0.690; C -0.339; C -0.555; N -0.688; H 0.283; H 0.366; H 0.334; H 0.319; H 0.298; H 0.313; H 0.345


[4]
Molecular formula: C19H61N17O10
Method: DFT, wB97M-V/def2-TZVPD

```
! RIJCOSX wB97M-V def2-TZVPD def2/J DEFGRID3
* xyz 0 1
C 3.955 2.329 -1.026
O 3.977 1.140 -1.330
N 4.951 2.905 -0.282
N 2.934 3.154 -1.370
H 5.769 2.361 -0.091
H 4.857 3.875 -0.046
H 2.198 2.780 -1.958
H 3.002 4.156 -1.409
C 2.578 -1.905 4.063
O 1.784 -0.965 3.979
N 3.163 -2.490 2.977
N 2.806 -2.528 5.250
H 3.337 -3.478 3.042
H 2.991 -2.131 2.047
H 2.472 -2.073 6.079
H 3.541 -3.210 5.294
C -4.469 0.705 0.905
O -4.096 1.687 0.268
N -5.218 -0.295 0.355
N -4.271 0.591 2.245
H -5.103 -0.421 -0.636
H -5.734 -1.010 0.833
H -3.778 1.332 2.705
H -4.624 -0.223 2.710
C -2.400 -1.417 4.804
O -3.216 -1.938 5.552
N -2.315 -1.700 3.472
N -1.607 -0.371 5.212
H -1.523 -1.330 2.953
H -2.975 -2.324 3.052
H -1.638 -0.099 6.177
H -0.759 -0.132 4.725
C 1.376 2.617 4.917
O 1.518 3.738 5.376
N 1.623 1.463 5.607
N 0.974 2.412 3.616
H 1.609 0.556 5.157
H 1.781 1.603 6.587
H 0.887 3.252 3.075
H 1.056 1.501 3.207
C -3.150 4.812 -1.113
O -2.696 5.864 -1.560
N -2.551 4.060 -0.164
N -4.309 4.272 -1.604
H -1.695 4.351 0.270
H -3.007 3.230 0.196
H -4.726 4.655 -2.430
H -4.765 3.487 -1.171
C 2.944 -2.739 -0.513
O 2.015 -2.361 0.203
N 3.404 -4.016 -0.487
N 3.481 -1.910 -1.451
H 4.090 -4.364 -1.132
H 3.017 -4.701 0.138
H 4.258 -2.168 -2.032
H 3.367 -0.928 -1.221
C -0.383 -6.230 -3.463
C -0.319 -5.384 -2.179
C -1.326 -5.892 -1.147
O -1.862 -4.876 -0.323
C -0.923 -4.345 0.588
N 1.060 -5.493 -1.648
H -0.300 -7.270 -3.135
H 0.511 -6.011 -4.046
H -1.316 -6.053 -3.987
H -0.552 -4.340 -2.410
H -0.882 -6.747 -0.624
H -2.214 -6.266 -1.669
H -0.407 -5.135 1.148
H -1.432 -3.706 1.308
H -0.163 -3.723 0.102
H 1.379 -4.699 -1.116
H 1.667 -5.614 -2.449
C 1.670 5.759 -4.315
C 0.232 5.517 -3.874
C -0.149 4.046 -3.898
O 0.838 3.283 -3.239
C 0.494 1.905 -3.308
N 0.087 6.109 -2.528
H 2.374 5.302 -3.616
H 1.929 6.816 -4.221
H 1.864 5.475 -5.350
H -0.434 6.120 -4.494
H -0.287 3.722 -4.944
H -1.145 3.917 -3.452
H 0.553 1.580 -4.356
H -0.518 1.663 -2.974
H 1.237 1.321 -2.766
H -0.896 6.026 -2.257
H 0.592 5.532 -1.859
C 0.335 0.973 0.115
C -0.769 0.024 0.638
C -1.554 -0.496 -0.546
O -0.723 -1.022 -1.538
C -1.428 -1.756 -2.495
N -0.194 -1.042 1.468
H 1.079 1.164 0.893
H 0.030 1.953 -0.264
H 0.886 0.510 -0.705
H -1.400 0.686 1.239
H -2.212 0.301 -0.918
H -2.226 -1.289 -0.170
H -0.806 -2.050 -3.338
H -2.295 -1.199 -2.872
H -1.796 -2.689 -2.040
H 0.452 -0.574 2.111
H 0.548 -1.460 0.897
*
```

Results
E_LUMO: 0.133 eV
F_max: 1.86 eV/A
structure (SMILES): COC[C@H](C)N.COC[C@H](C)N.COC[C@H](C)N.NC(N)=O.NC(N)=O.NC(N)=O.NC(N)=O.NC(N)=O.NC(N)=O.NC(N)=O
relative energy (zero: lowest compared OMol25 entry of this formula, charge and spin): 20.4 kcal/mol
orbital gap: 8.78 eV
molar mass: 687.8 Da

Results of the Mulliken charge analysis, in e, for atoms 1 through 99: C 0.659; O -0.741; N -0.417; N -0.066; H 0.245; H 0.162; H 0.036; H 0.219; C 0.452; O -0.595; N -0.351; N -0.438; H 0.220; H 0.122; H 0.254; H 0.171; C 0.566; O -0.609; N -0.448; N -0.325; H 0.225; H 0.172; H 0.186; H 0.137; C 0.423; O -0.699; N -0.103; N -0.352; H 0.159; H 0.235; H 0.215; H 0.209; C 0.367; O -0.686; N -0.207; N -0.189; H 0.237; H 0.192; H 0.183; H 0.149; C 0.589; O -0.783; N -0.216; N -0.350; H 0.105; H 0.360; H 0.188; H 0.195; C 0.742; O -0.640; N -0.468; N -0.373; H 0.130; H 0.296; H 0.186; H 0.169; C -1.586; C 1.388; C -0.824; O -0.389; C -0.029; N -0.702; H 0.356; H 0.442; H 0.414; H -0.485; H 0.382; H 0.344; H 0.392; H -0.122; H -0.060; H 0.150; H 0.257; C -1.341; C 0.257; C -0.575; O -0.341; C -0.851; N -0.701; H 0.111; H 0.426; H 0.349; H 0.431; H 0.351; H 0.193; H 0.404; H 0.334; H 0.240; H 0.276; H 0.306; C -0.735; C 1.253; C -1.231; O -0.020; C -1.080; N -0.166; H 0.212; H 0.316; H -0.220


Q: What is the formula in the first record?
A: C2H7N2PS2


Q: F_max of number 2 (C42H38Cl2NO6RuSSb2)?
A: 0.50 eV/A